# 1
Entry from the OMol25 dataset: 2 unconnected molecules or ions with the total composition C4H8O2 in a non-equilibrium geometry (the ωB97M-V functional and the def2-TZVPD basis).

Properties
HOMO (spin up / spin down) = -15.27 / -15.28 eV
Charge = +1
Maximum force = 3.6 eV Å⁻¹
Frontier orbital gap (spin up / spin down) = 9.30 / 6.99 eV
2S+1 = 2
Energy = -8361.5142 eV

Atoms and positions in Å:
O (0.606, -0.430, -0.585)
O (3.060, 1.346, -0.786)
C (-0.585, -0.005, -0.214)
C (-0.933, -1.916, 1.151)
C (-1.317, -0.645, 0.881)
C (-0.959, 1.243, -0.691)
H (-2.085, -0.053, 1.337)
H (1.409, -0.371, -0.053)
H (-1.708, 1.896, -0.265)
H (2.643, 1.886, -0.100)
H (2.378, 0.740, -1.076)
H (-0.364, -2.418, 0.373)
H (-0.758, 1.417, -1.753)
H (-1.386, -2.690, 1.780)



# 2
Entry from the OMol25 dataset: a gas-phase ion, C5H9N4S (charge +1) in a non-equilibrium geometry (the ωB97M-V functional and the def2-TZVPD basis).

Properties
SMILES string = N[C@]1([NH3+])S[C@@H]1c1cn[nH]c1
HOMO = -12.80 eV
Charge = +1
Maximum force = 6.5 eV Å⁻¹
Frontier orbital gap = 9.22 eV
Energy = -22117.4738 eV

Atoms and positions in Å:
S (2.211, -0.337, -0.426)
N (-1.071, 2.003, -2.673)
N (1.082, -1.059, 1.991)
N (0.298, 1.031, 1.278)
N (-1.758, 0.961, -3.046)
C (0.887, -0.098, 0.765)
C (0.401, -0.563, -0.624)
C (-1.358, -0.151, -2.340)
C (-0.222, 1.612, -1.747)
C (-0.334, 0.243, -1.500)
H (-2.590, 1.189, -3.623)
H (0.292, -1.149, 2.742)
H (0.400, 2.312, -1.254)
H (-0.027, -1.767, -0.560)
H (1.738, -0.443, 2.593)
H (-0.463, 1.402, 0.700)
H (-1.483, -1.176, -2.569)
H (0.922, 1.809, 1.741)
H (1.292, -2.035, 1.802)



# 3
Entry from the OMol25 dataset: 8 unconnected molecules or ions with the total composition C32H76Cl8N4 in a non-equilibrium geometry (the ωB97M-V functional and the def2-TZVPD basis).

Properties
SMILES string = CCN(CC)CC.CCN(CC)CC.CCN(CC)CC.CCN(CC)CC.ClCCCl.ClCCCl.ClCCCl.ClCCCl
HOMO = -7.55 eV
Charge = 0
Maximum force = 13.3 eV Å⁻¹
Frontier orbital gap = 7.90 eV
Energy = -140533.5394 eV

Atoms and positions in Å:
Cl (-0.218, 0.507, 8.021)
Cl (0.075, 0.540, 4.667)
Cl (2.130, 3.747, 3.070)
Cl (1.426, 1.308, -0.169)
Cl (-1.638, 0.171, 0.479)
Cl (1.544, -3.420, 1.804)
Cl (-1.204, 4.771, 0.844)
Cl (3.093, -5.117, 3.938)
N (1.524, -2.710, -3.385)
N (-2.765, 1.901, -3.427)
N (-4.799, 0.453, 1.754)
N (5.550, 0.100, 0.722)
C (-3.933, 0.939, 2.626)
C (-0.871, -3.135, -3.271)
C (5.653, -1.335, 0.938)
C (4.759, -1.956, 1.838)
C (1.747, -1.400, -2.721)
C (2.065, -0.269, -3.651)
C (-4.261, 1.635, -3.599)
C (2.240, -5.069, 1.375)
C (1.219, 4.227, 1.679)
C (5.476, 0.149, -1.838)
C (-5.275, -1.095, -0.377)
C (4.721, 0.330, -0.416)
C (-0.243, 3.750, 1.937)
C (3.338, -4.026, -2.134)
C (0.119, 1.940, 5.722)
C (-6.905, 1.447, 2.554)
C (5.411, 0.908, 1.882)
C (1.786, -3.859, -2.454)
C (0.229, -2.720, -4.008)
C (5.525, 2.402, 1.802)
C (1.143, 0.023, 1.113)
C (-4.396, 0.667, -4.829)
C (-0.158, -0.760, 0.852)
C (-2.255, 3.130, -2.893)
C (-2.090, 0.737, -2.766)
C (-2.936, 3.677, -1.898)
C (2.121, -5.792, 2.662)
C (-5.809, 1.373, 1.484)
C (-4.353, -0.151, 0.353)
C (-2.833, 1.632, 2.119)
C (-0.651, 0.511, -3.053)
C (-0.850, 1.797, 6.929)
H (-6.411, 1.211, 0.474)
H (5.807, 0.564, 2.795)
H (6.361, 0.489, -1.945)
H (-2.488, 3.808, -3.602)
H (-7.760, 2.068, 2.188)
H (2.504, -6.773, 2.492)
H (-0.908, -3.604, -2.219)
H (-2.356, 3.522, -0.987)
H (-7.122, 0.306, 2.521)
H (4.788, 0.245, -2.656)
H (-0.378, -1.337, 1.614)
H (-2.533, 1.697, 1.168)
H (1.383, 5.255, 1.742)
H (-0.184, -0.318, -2.462)
H (2.510, -1.493, -2.096)
H (3.895, -4.134, -3.124)
H (4.185, -2.480, 1.182)
H (-4.035, 1.135, -5.832)
H (-0.939, 2.773, 6.999)
H (2.409, 0.606, -3.066)
H (-0.351, 2.538, 5.017)
H (-3.862, 3.146, -1.813)
H (1.537, 3.815, 0.662)
H (1.274, -0.010, -4.214)
H (-3.124, 2.715, 2.422)
H (-1.760, 1.500, 6.330)
H (-3.398, -0.029, 2.712)
H (4.769, 2.566, 1.124)
H (1.144, 2.093, 6.181)
H (-1.405, -2.227, -2.782)
H (2.048, -0.767, 0.935)
H (1.121, -5.868, 3.178)
H (-2.068, 0.941, -1.766)
H (3.304, -4.804, 1.132)
H (-4.747, 2.582, -3.709)
H (-4.692, -1.383, -0.988)
H (5.298, -2.562, 2.563)
H (3.793, -3.236, -1.440)
H (6.567, 2.509, 1.456)
H (-3.925, -0.305, -4.553)
H (2.730, -0.629, -4.485)
H (-4.333, 0.863, -0.215)
H (-5.339, 0.416, -4.948)
H (-4.730, 1.412, -2.748)
H (6.118, -1.923, 0.159)
H (5.553, -0.803, -2.091)
H (-5.540, 2.439, 1.301)
H (4.030, -1.506, 2.434)
H (3.589, -5.145, -1.889)
H (5.470, 2.752, 2.903)
H (-4.363, 1.092, 3.569)
H (0.630, -3.668, -4.447)
H (1.119, 0.479, 2.116)
H (-2.573, -0.139, -3.129)
H (-1.879, 1.542, 2.809)
H (-6.664, 1.812, 3.516)
H (1.464, -4.837, -2.770)
H (-0.143, -2.183, -4.809)
H (-3.324, -0.577, 0.648)
H (-1.106, 3.311, -2.999)
H (-5.699, -1.722, 0.389)
H (4.501, 1.443, -0.283)
H (-1.644, -3.524, -3.955)
H (-0.395, 2.603, 1.959)
H (-6.175, -0.528, -0.937)
H (-0.396, 4.091, 3.009)
H (-0.087, -1.536, 0.019)
H (1.144, -3.720, -1.600)
H (-3.167, 4.685, -2.135)
H (6.721, -1.230, 1.301)
H (-0.763, 0.525, -3.990)
H (3.774, -0.147, -0.452)
H (4.205, 0.902, 1.951)
H (0.025, 1.187, -2.643)
H (0.870, -0.931, -1.997)
H (1.677, -5.515, 0.527)